Below is 2 unconnected molecules or ions with the total composition C8H14N3, with properties calculated with ωB97M-V/def2-TZVPD.

```
25
Properties=species:S:1:pos:R:3
C 1.490 -0.489 -1.506
C -0.591 -0.778 -0.366
H 0.825 -0.300 1.901
C -2.076 1.379 1.257
H 4.398 0.144 -0.186
C 2.674 0.172 0.880
C -1.376 -0.681 -1.582
H 1.034 -0.897 -2.411
C 0.784 -0.415 -0.294
H -0.474 -1.730 1.404
N 2.812 -0.289 -1.520
N -1.062 -1.545 0.586
H -2.076 2.231 1.858
C 3.299 0.039 -0.328
H 3.232 0.545 1.806
H -3.037 1.406 0.763
C 1.302 -0.098 0.961
H -0.969 -1.412 -2.250
N -1.136 1.330 0.166
H -1.990 -2.129 0.612
H -1.244 0.346 -1.994
H -0.214 1.542 0.404
H -1.298 1.829 -0.717
H -2.467 -0.738 -1.347
H -1.839 0.540 1.903
```

Output
**Max |F|**: 3.26 eV/Å
**HOMO-LUMO gap**: 9.50 eV
**Highest occupied orbital energy**: -13.467 eV
**DFT total energy**: -12985.3910 eV
**Energy above the lowest of the compared OMol25 structures with the same formula, charge and spin**: 243.1 kJ/mol
**Charge**: +1

natural (NBO) atomic charge list, values in e, 8 entries: 0.06 0.52 0.23 -0.42 0.22 -0.21 -0.68 0.22

***

Below is a molecular structure, C8H14N3S, with properties calculated with ωB97M-V/def2-TZVPD.

```
26
Properties=species:S:1:pos:R:3
H -3.691 -0.719 0.174
C 1.646 -1.307 -0.030
H 0.473 0.554 1.923
S 1.413 -1.199 -2.610
H 1.443 -1.097 0.995
H -1.709 0.039 2.429
C 0.894 -0.690 -0.975
H -2.680 1.011 1.264
H 1.868 1.668 -1.155
N 2.650 -2.061 -0.535
H -2.967 -1.990 -0.531
C -1.679 -0.733 0.416
N -0.072 1.414 -0.054
H -0.868 2.041 -0.375
H -0.865 -1.517 0.686
N -2.855 -1.051 -0.292
H -0.492 1.923 2.123
H 3.372 -2.621 -2.409
H -0.918 0.444 -1.780
H 1.384 3.022 0.096
H 2.038 1.468 0.514
C -0.332 1.082 1.418
C -0.329 0.163 -0.809
C 2.679 -2.137 -1.807
C -1.698 0.411 1.490
C 1.295 1.880 -0.164
```

Output
**Max |F|**: 5.41 eV/Å
**HOMO-LUMO gap**: 9.23 eV
**Highest occupied orbital energy**: -12.226 eV
**DFT total energy**: -23819.1293 eV
**Energy above the lowest of the compared OMol25 structures with the same formula, charge and spin**: 223.4 kJ/mol
**Charge**: +1

natural (NBO) atomic charge list, values in e, 8 entries: 0.39 -0.07 0.24 0.38 0.20 0.24 -0.27 0.23

***

Below is 2 unconnected molecules or ions with the total composition C8H14N4, with properties calculated with ωB97M-V/def2-TZVPD.

```
26
Properties=species:S:1:pos:R:3
C -1.486 0.337 -0.091
C 2.477 -1.133 0.183
C 0.463 -0.116 -0.880
N -0.354 -0.062 0.309
H -0.033 -0.099 -2.864
H 2.335 -0.338 0.976
C -2.692 0.454 1.887
H 2.143 -2.076 0.403
C -0.187 0.470 -1.975
H -2.564 -0.046 -1.801
H 4.357 -1.948 -0.717
N 1.673 -0.616 -0.880
H -2.237 -0.735 3.553
N -3.582 1.320 1.854
H 4.426 -1.090 0.799
H -2.065 1.634 -1.732
C 3.946 -1.128 -0.153
H -1.110 -0.523 2.433
H 2.150 -0.665 -1.793
C -1.716 0.656 -1.537
N -2.009 -0.345 2.648
H 4.058 -0.187 -0.755
H -4.247 3.112 1.284
H 0.105 1.415 -2.353
H -5.515 1.836 1.331
C -4.523 2.089 1.470
```

Output
**Max |F|**: 4.41 eV/Å
**HOMO-LUMO gap (alpha / beta)**: 8.02 / 8.02 eV
**Highest occupied orbital energy (alpha / beta)**: -17.114 / -17.114 eV
**DFT total energy**: -14462.2641 eV
**Energy above the lowest of the compared OMol25 structures with the same formula, charge and spin**: 360.9 kJ/mol
**Charge**: +2

natural (NBO) atomic charge list, values in e, 8 entries: 0.45 -0.23 0.57 -0.54 0.29 0.23 0.63 0.23

***

Below is a single C8H14N4S molecule, with properties calculated with ωB97M-V/def2-TZVPD.

```
27
Properties=species:S:1:pos:R:3
H 1.913 -2.015 2.731
H 0.353 -2.898 1.060
H 1.062 -1.688 -1.535
H 0.173 -1.049 -3.136
C -0.935 -1.338 1.790
C 1.171 -1.147 0.823
C -1.241 3.683 -2.969
H -1.726 -0.679 1.289
N 0.077 -0.034 -1.085
H -1.587 3.972 -3.963
H 1.980 -1.698 0.247
N 0.022 2.072 -0.345
C 0.743 0.117 0.111
S -0.868 1.811 -2.943
C 0.007 -0.700 2.728
H -0.678 -1.887 -1.954
C 1.531 -1.021 2.330
H -0.255 -1.189 3.737
C 0.100 -1.227 -1.994
N 0.040 -2.012 0.786
H -1.629 -2.112 2.294
H -0.552 0.346 2.905
C -0.215 1.356 -1.314
N 0.689 1.232 0.674
H -0.483 4.297 -2.412
H -2.094 3.940 -2.295
H 2.403 -0.130 2.440
```

Output
**Max |F|**: 5.68 eV/Å
**HOMO-LUMO gap**: 9.45 eV
**Highest occupied orbital energy**: -8.710 eV
**DFT total energy**: -25314.6896 eV
**SMILES**: CSc1nnc([C@H]2CCCN2)n1C
**Energy above the lowest of the compared OMol25 structures with the same formula, charge and spin**: 338.6 kJ/mol
**Charge**: 0

natural (NBO) atomic charge list, values in e, 8 entries: 0.22 0.36 0.22 0.22 -0.25 -0.11 -0.72 0.21

***

Below is a gas-phase ion, C8H14NO2 (charge +1), with properties calculated with ωB97M-V/def2-TZVPD.

```
25
Properties=species:S:1:pos:R:3
H -0.161 1.334 -1.950
C 0.711 1.212 -1.377
C 1.882 -0.427 0.304
H -2.997 0.355 1.583
H 0.101 3.253 0.893
C -0.379 2.628 0.076
H 1.521 -0.784 1.316
O -1.279 -0.893 0.993
H -1.051 3.065 -0.673
O 0.856 2.319 -0.597
C -2.456 -0.650 1.748
N -0.780 0.180 0.326
H 0.584 -1.347 -2.402
H 1.973 -2.780 -0.212
C 0.679 -0.127 -0.582
H 2.795 0.168 0.355
H 3.031 -1.589 -1.121
H -1.849 1.476 1.378
H -2.085 -0.652 2.737
C 2.015 -1.730 -0.556
H -3.081 -1.427 1.526
C 0.677 -1.386 -1.309
H 1.565 1.052 -2.126
C -1.049 1.389 0.592
H -0.250 -2.101 -1.165
```

Output
**Max |F|**: 4.51 eV/Å
**HOMO-LUMO gap**: 10.40 eV
**Highest occupied orbital energy**: -14.199 eV
**DFT total energy**: -14096.0880 eV
**SMILES**: CO[N+]1=CCOCC12CCC2
**Energy above the lowest of the compared OMol25 structures with the same formula, charge and spin**: 496.6 kJ/mol
**Charge**: +1

natural (NBO) atomic charge list, values in e, 8 entries: 0.18 -0.11 -0.47 0.19 0.28 -0.15 0.24 -0.31

***

Below is a gas-phase ion, C8H14NO4S3 (charge -1), with properties calculated with ωB97M-V/def2-TZVPD.

```
30
Properties=species:S:1:pos:R:3
C 2.101 -0.978 -0.660
H 2.982 -1.524 -1.011
H 3.304 2.088 0.628
H 3.277 0.726 -1.252
H -2.383 -2.364 -0.045
H 2.978 0.031 2.421
H -0.938 -0.184 -0.700
O 1.590 1.331 -0.259
H 1.245 -1.477 -1.089
H 1.798 0.556 -2.173
C 2.214 0.467 -1.174
H -1.819 0.488 0.667
N 2.066 -1.009 0.812
C 0.829 -1.132 1.407
S 0.336 -0.353 2.759
O -2.421 2.379 -0.916
S -0.178 -2.460 0.775
C -3.072 -0.133 -0.970
H 1.864 1.946 1.632
H 3.906 -0.108 0.956
C 2.439 1.457 0.853
H -3.876 -0.750 -0.580
C -1.824 -0.293 -0.083
S -3.628 1.583 -1.085
C 2.898 0.068 1.343
O -4.201 1.665 -2.422
O -4.599 1.705 0.017
C -1.810 -1.682 0.576
H -2.812 -0.422 -1.985
H -2.269 -1.622 1.558
```

Output
**Max |F|**: 1.41 eV/Å
**HOMO-LUMO gap**: 7.33 eV
**Highest occupied orbital energy**: -4.874 eV
**DFT total energy**: -50709.9656 eV
**SMILES**: O=S(=O)([O-])CCCSC(=S)N1CCOCC1
**Charge**: -1

natural (NBO) atomic charge list, values in e, 8 entries: -0.25 0.19 0.16 0.15 0.22 0.24 0.20 -0.50

***

Below is a gas-phase ion, C8H14NS (charge +1), with properties calculated with ωB97M-V/def2-TZVPD.

```
24
Properties=species:S:1:pos:R:3
C -0.185 -1.211 1.739
H 2.685 -0.292 0.003
C -2.440 -1.566 -0.744
H -1.134 -0.998 2.308
H -0.318 0.143 -2.149
H -2.122 -2.506 -1.248
H 1.310 0.780 -2.106
N -0.261 -0.885 0.340
C -1.656 -0.707 -0.073
H 0.206 -1.657 -0.207
C -0.413 1.479 -0.019
H 1.168 2.754 -0.037
S -2.105 1.014 0.359
H -0.480 3.623 -0.284
C 1.930 0.423 0.481
H 1.095 -1.045 -1.757
C 0.094 2.695 -0.042
C 0.682 -0.052 -1.627
H 0.482 -0.456 2.274
H -3.463 -1.213 -0.961
C 0.518 0.204 -0.124
H 0.003 -2.294 2.110
H 2.075 0.280 1.610
H 2.331 1.485 0.154
```

Output
**Max |F|**: 5.54 eV/Å
**HOMO-LUMO gap**: 9.55 eV
**Highest occupied orbital energy**: -12.601 eV
**DFT total energy**: -20838.9227 eV
**SMILES**: C=C1SC(=C)C(C)(C)[N@H+]1C
**Energy above the lowest of the compared OMol25 structures with the same formula, charge and spin**: 279.7 kJ/mol
**Charge**: +1

natural (NBO) atomic charge list, values in e, 8 entries: -0.48 0.24 -0.37 0.27 0.25 0.24 0.27 -0.44

***

Below is 2 unconnected molecules or ions with the total composition C8H14O2S, with properties calculated with ωB97M-V/def2-TZVPD.

```
25
Properties=species:S:1:pos:R:3
H -0.984 -0.181 -2.119
H -0.947 2.438 -1.227
C -0.228 1.662 -1.268
H -2.449 0.527 -0.287
H -0.058 -0.422 1.190
H -2.864 -1.952 0.301
C -1.057 0.197 1.143
C -1.641 -0.133 -0.187
H -1.496 2.416 1.191
O 1.747 0.868 0.329
S 0.759 1.969 0.334
C 2.224 -1.350 0.158
H 0.397 -0.327 -1.150
C -0.641 0.206 -1.245
H -0.542 1.728 2.480
H -1.110 -2.210 0.084
H 4.221 -2.118 0.562
H -1.689 -0.376 1.873
C -0.660 1.640 1.469
H -1.925 -1.980 -1.350
O 2.975 -1.387 -0.858
C -1.984 -1.706 -0.306
H 0.372 1.912 -2.102
H 3.871 -0.188 0.623
C 3.708 -1.232 0.363
```

Output
**Max |F|**: 4.73 eV/Å
**HOMO-LUMO gap**: 9.11 eV
**Highest occupied orbital energy**: -8.424 eV
**DFT total energy**: -23447.4627 eV
**Energy above the lowest of the compared OMol25 structures with the same formula, charge and spin**: 478.3 kJ/mol
**Charge**: 0

natural (NBO) atomic charge list, values in e, 8 entries: 0.21 0.20 -0.54 0.19 0.25 0.21 -0.45 -0.21

***

Below is a single C8H14O4 molecule, with properties calculated with ωB97M-V/def2-TZVPD.

```
26
Properties=species:S:1:pos:R:3
O 0.369 -0.190 1.709
C -0.514 -1.618 -0.344
H 1.299 -3.138 2.867
H 0.922 -3.098 0.248
C -0.849 -0.177 -0.056
O 0.375 0.436 0.466
C 0.262 2.617 -1.577
H 2.077 -1.262 0.942
C -1.046 2.079 -1.188
C -1.202 0.585 -1.344
H -0.844 -1.969 -1.335
H 0.328 -1.752 3.530
H -1.968 2.584 -1.748
H 0.407 3.632 -1.089
C 1.319 -2.101 2.989
C 1.125 -1.350 1.560
H -1.664 0.072 0.702
H -1.397 2.183 -0.176
O 0.277 2.773 -2.990
H 2.179 -1.654 3.617
H 0.837 3.534 -3.073
O -0.950 -2.497 0.734
H -0.480 0.258 -2.135
C 0.370 -2.279 0.556
H -2.213 0.398 -1.732
H 0.983 1.934 -1.133
```

Output
**Max |F|**: 5.33 eV/Å
**HOMO-LUMO gap**: 10.69 eV
**Highest occupied orbital energy**: -9.776 eV
**DFT total energy**: -16707.2176 eV
**SMILES**: C[C@@H]1OO[C@@H](CCCO)[C@@H]2O[C@@H]21
**Energy above the lowest of the compared OMol25 structures with the same formula, charge and spin**: 712.9 kJ/mol
**Charge**: 0

natural (NBO) atomic charge list, values in e, 8 entries: -0.27 0.02 0.22 0.18 0.05 -0.28 -0.09 0.18

***

Below is a gas-phase ion, C8H15BNO2 (charge +1), with properties calculated with ωB97M-V/def2-TZVPD.

```
27
Properties=species:S:1:pos:R:3
C 2.392 -1.061 0.834
H -2.323 -0.753 -2.107
H 3.002 -1.931 1.189
H -0.755 3.430 0.276
H -0.112 -1.505 -1.629
H 2.334 -0.297 -2.548
C 1.343 -0.786 1.557
C 0.461 -0.667 -1.248
H -1.359 -0.387 1.699
H -1.912 1.065 -0.592
H -1.773 1.295 1.491
H 1.232 -1.361 2.466
H -3.134 -0.031 1.363
B 0.241 1.779 -0.149
C -2.035 0.224 1.175
C -2.376 -0.927 -0.972
O -0.852 2.545 -0.103
N -1.644 0.089 -0.220
H 3.855 -0.669 -0.680
C 2.808 -0.616 -0.511
H 2.084 1.542 0.788
C 1.938 -0.409 -1.517
O 1.470 2.120 0.258
H -2.055 -2.028 -0.893
C -0.165 0.203 -0.453
H 0.771 0.149 1.387
H -3.433 -1.011 -0.858
```

Output
**Max |F|**: 4.38 eV/Å
**HOMO-LUMO gap**: 9.80 eV
**Highest occupied orbital energy**: -12.769 eV
**DFT total energy**: -14793.5991 eV
**SMILES**: C=C/C=C\C=C(/B(O)O)[NH+](C)C
**Charge**: +1

natural (NBO) atomic charge list, values in e, 8 entries: -0.23 0.25 0.23 0.54 0.23 0.25 -0.40 -0.14

***

> The highest DFT total energy belongs to which entry?

C8H14N3